C27H65FN7O4P2 | ωB97M-V with the def2-TZVPD basis set

- LUMO level (alpha / beta): 0.279 / 0.183 eV
- Energy: -68963.5834 eV
- HOMO-LUMO gap (alpha / beta): 8.2 / 8.1 eV
- HOMO energy (alpha / beta): -7.96 / -7.96 eV

```
! wB97M-V def2-TZVPD RIJCOSX def2/J DEFGRID3
* xyz 0 2
C 4.84001 0.68865 -3.16980
C 4.37999 -0.52143 -3.99342
O 2.98404 -0.41287 -4.16860
C 2.42796 -1.50511 -4.87986
C 1.30518 -2.24191 -4.13361
C 0.07620 -1.35401 -3.86586
F 0.41783 -0.11679 -3.34906
C -0.94336 -1.96194 -2.89926
C -2.32058 -1.31729 -3.06840
C 0.81035 -3.37370 -5.07022
C 1.78762 -4.55215 -5.29127
C 0.91150 -5.82540 -5.55358
C 2.60559 -4.37095 -6.57994
N 2.63966 -4.86058 -4.11098
O 3.87842 -4.55709 -4.26273
C 2.08658 -4.37508 -2.82735
C 0.83800 -5.13095 -2.36224
C 3.16010 -4.66782 -1.74190
C 1.91438 -2.83910 -2.82888
H 3.96440 1.12452 -2.68690
H 5.52564 0.40860 -2.37158
H 5.26920 1.47431 -3.79044
H 4.92909 -0.54071 -4.94218
H 4.67241 -1.41856 -3.43395
H 3.22893 -2.23824 -5.02514
H 2.12108 -1.20128 -5.88984
H -0.43888 -1.23104 -4.82884
H -0.60795 -1.67977 -1.89606
H -0.97776 -3.04830 -2.92893
H -2.28635 -0.26044 -2.79793
H -2.67688 -1.35965 -4.09966
H -3.03252 -1.79073 -2.39156
H 0.64487 -2.91959 -6.05379
H -0.16805 -3.74111 -4.76545
H 0.86505 -6.48254 -4.68864
H 1.38332 -6.40734 -6.34836
H -0.07562 -5.56081 -5.93283
H 3.43193 -5.07367 -6.63738
H 1.92369 -4.63883 -7.39165
H 2.89766 -3.34047 -6.76221
H -0.02332 -4.98719 -3.01324
H 1.06859 -6.20054 -2.37968
H 0.58625 -4.88098 -1.33446
H 3.98624 -3.96565 -1.77871
H 3.55931 -5.66689 -1.92617
H 2.66301 -4.66250 -0.77322
H 1.41450 -2.50616 -1.92054
H 2.93073 -2.45474 -2.75381
O -0.19515 1.99918 1.21567
P 0.58076 3.26167 0.91327
N -0.81532 4.21804 0.55740
C -1.20322 4.97401 -0.61083
C -1.68752 4.46880 1.69209
N 1.48301 2.65004 -0.42271
C 1.46769 3.18880 -1.77653
C 1.60803 1.19373 -0.49653
N 1.55671 4.64423 1.09962
C 1.52452 5.89951 0.37776
C 2.90155 4.31122 1.59660
H -1.21691 6.05582 -0.41190
H -2.21486 4.69490 -0.92958
H -0.55344 4.81646 -1.46548
H -1.26955 5.23751 2.36015
H -1.83912 3.55852 2.27657
H -2.67293 4.80394 1.36532
H 0.45621 3.30815 -2.17375
H 1.97762 2.50981 -2.46017
H 2.02393 4.12568 -1.85796
H 0.72636 0.72601 -0.94733
H 1.76428 0.75317 0.48481
H 2.48002 0.91916 -1.09311
H 1.38430 5.79728 -0.69743
H 2.46672 6.42801 0.51884
H 0.74875 6.56367 0.76565
H 3.56895 3.99970 0.78536
H 2.85135 3.49775 2.32306
H 3.35278 5.16059 2.11261
O -2.39803 1.72664 8.12842
P -2.81775 1.30492 6.74714
N -4.20141 2.30576 6.56579
C -5.57999 2.00188 6.26125
C -3.92425 3.73177 6.52789
N -3.09256 -0.36684 7.12164
C -4.32828 -1.09538 6.87606
C -2.49297 -0.84973 8.36719
N -2.63318 1.01210 5.08891
C -3.64903 0.84706 4.06960
C -1.39404 0.27998 4.78449
H -5.87436 2.38838 5.27445
H -6.24660 2.46471 6.99858
H -5.80096 0.93936 6.26485
H -3.51428 4.03667 5.55308
H -3.20465 4.00920 7.30053
H -4.82821 4.31340 6.71233
H -5.20975 -0.58604 7.27644
H -4.29825 -2.06909 7.36541
H -4.47039 -1.32867 5.81852
H -3.10281 -0.60954 9.24670
H -1.50191 -0.43410 8.51984
H -2.36711 -1.93484 8.32184
H -4.49763 0.23429 4.37403
H -3.21497 0.36574 3.19422
H -4.02698 1.81209 3.72242
H -1.51506 -0.80086 4.91880
H -0.58345 0.61140 5.43724
H -1.06462 0.47028 3.76104
*
```



C27H65N5O8SSi | ωB97M-V with the def2-TZVPD basis set

- LUMO level: 0.593 eV
- Energy: -71596.7743 eV
- HOMO-LUMO gap: 9.3 eV
- HOMO energy: -8.72 eV
- SMILES string: C[C@@H](O)CNCCO[Si@](CCCS)(CCCC(=O)O)CCC(N)=O.COC[C@@H](C)N.COC[C@@H](C)N.COC[C@@H](C)N

```
! wB97M-V def2-TZVPD RIJCOSX def2/J DEFGRID3
* xyz 0 1
C -3.93283 -0.35063 -7.91972
C -2.87527 -0.46512 -6.83500
O -1.89047 0.57081 -7.00226
C -3.48175 -0.32813 -5.42912
N -3.64405 -1.60405 -4.76814
C -2.39894 -2.33075 -4.58877
C -1.21035 -1.48173 -4.20001
O -1.43287 -0.96542 -2.89282
Si -0.44711 0.25734 -2.32687
C -0.21960 0.00483 -0.46942
C -0.80343 -1.31294 0.04488
C -0.73013 -1.54767 1.57240
S 0.46990 -0.54432 2.50412
C -1.34809 1.90001 -2.55538
C -2.81644 1.79175 -2.10108
C -3.76875 2.65799 -2.94587
C -4.89558 1.89407 -3.56359
O -5.46894 0.93657 -3.06942
O -5.27739 2.38423 -4.76821
C 1.26208 0.31618 -3.13754
C 1.55921 1.55723 -4.01073
C 1.24525 1.51353 -5.48294
N 1.38315 0.24067 -6.15450
O 0.94999 2.53323 -6.08987
H -3.47788 -0.12827 -8.88115
H -4.49550 -1.27522 -8.02654
H -4.64885 0.43401 -7.68652
H -2.34458 -1.40322 -6.94606
H -2.34613 1.34611 -7.32590
H -4.46354 0.12932 -5.52683
H -2.86894 0.38498 -4.86706
H -4.15026 -1.51661 -3.90414
H -2.13937 -2.92098 -5.46711
H -2.54458 -3.04896 -3.78372
H -1.01665 -0.67764 -4.90922
H -0.32423 -2.12001 -4.19606
H 0.84579 0.01191 -0.25342
H -0.65346 0.83701 0.08390
H -1.85309 -1.37569 -0.22960
H -0.28830 -2.13507 -0.44627
H -1.69519 -1.36061 2.02935
H -0.48951 -2.58567 1.77193
H 1.40596 -1.46597 2.77322
H -0.84468 2.65074 -1.94703
H -1.27826 2.21938 -3.59504
H -2.89803 2.13615 -1.07584
H -3.15559 0.76080 -2.13790
H -3.24111 3.16498 -3.74989
H -4.22363 3.45112 -2.35310
H -6.07385 1.89914 -5.01315
H 1.97560 0.35221 -2.31587
H 1.50385 -0.59140 -3.68408
H 1.10113 2.45205 -3.60768
H 2.63862 1.71940 -3.96743
H 2.00475 0.38019 -6.94227
H 0.47699 0.07963 -6.58480
C 3.18564 -3.67756 4.58203
O 3.41075 -2.55442 3.74889
C 4.36149 -1.62284 4.22886
C 5.82312 -1.98873 3.93820
C 6.37231 -3.09017 4.83893
N 6.03559 -2.36279 2.53682
H 3.26386 -3.41237 5.63985
H 3.87951 -4.49017 4.35629
H 2.17447 -4.03336 4.38491
H 4.13594 -0.68748 3.70927
H 4.20417 -1.44229 5.30061
H 6.41104 -1.08596 4.12964
H 6.01631 -4.07637 4.54162
H 7.46006 -3.11319 4.78278
H 6.09624 -2.92439 5.88065
H 5.77783 -1.58499 1.93632
H 5.36869 -3.09357 2.30547
C -7.79867 5.96687 -0.05227
O -7.14724 4.87139 -0.66646
C -7.99949 3.85620 -1.16077
C -8.58279 4.13005 -2.55397
C -9.72123 5.14567 -2.56387
N -7.55395 4.55436 -3.50753
H -8.69647 5.64776 0.48481
H -8.06429 6.73779 -0.77967
H -7.10155 6.40333 0.66250
H -7.37350 2.96199 -1.22726
H -8.79447 3.64085 -0.43458
H -8.99107 3.17920 -2.90939
H -9.35372 6.16629 -2.46040
H -10.26030 5.09280 -3.50916
H -10.43120 4.95198 -1.75743
H -6.84712 3.82854 -3.57168
H -7.05951 5.33957 -3.09243
C 6.87428 -1.95750 8.55932
O 7.56951 -3.11711 8.13957
C 8.97911 -2.99975 8.12896
C 9.65476 -3.21168 9.49096
C 9.52030 -2.02556 10.44104
N 9.18034 -4.42117 10.16852
H 7.38659 -1.04259 8.24813
H 6.73920 -1.95443 9.64319
H 5.88645 -1.97804 8.09744
H 9.32725 -3.78541 7.45329
H 9.27522 -2.03943 7.68604
H 10.72118 -3.34631 9.28771
H 8.52731 -1.97413 10.88659
H 10.23415 -2.12015 11.25838
H 9.71642 -1.08256 9.92694
H 9.37642 -5.23179 9.58882
H 8.16599 -4.37787 10.20865
*
```



C27H66N2O15S4 | ωB97M-V with the def2-TZVPD basis set

- LUMO level: 0.486 eV
- Energy: -106100.0185 eV
- HOMO-LUMO gap: 9.3 eV
- HOMO energy: -8.86 eV
- SMILES string: COCCCCCCCNC[C@H](CCCO)OCCN.CCOS(C)(=O)=O.CCOS(C)(=O)=O.CCOS(C)(=O)=O.CCOS(C)(=O)=O

```
! wB97M-V def2-TZVPD RIJCOSX def2/J DEFGRID3
* xyz 0 1
C 2.07754 -3.47281 2.07742
O 2.70672 -2.94157 0.92912
C 2.64376 -1.52667 0.87661
C 3.38855 -0.98693 -0.32963
C 3.78058 0.47949 -0.10356
C 3.53249 1.41416 -1.29727
C 2.14117 1.32559 -1.96100
C 0.94198 1.07360 -1.04660
C 0.85465 1.98304 0.18168
N -0.54606 2.30469 0.51108
C -1.18986 1.29177 1.32351
C -1.94739 0.26211 0.51647
C -3.06031 0.88428 -0.30097
C -4.23416 1.42390 0.53495
C -5.53982 1.33400 -0.24958
O -6.21536 0.09148 -0.07413
O -2.39481 -0.70234 1.46405
C -2.85648 -1.90624 0.90262
C -1.72907 -2.80848 0.39845
N -2.04191 -4.21187 0.74709
H 2.73985 -4.17626 2.56622
H 1.84573 -2.70287 2.80817
H 1.13634 -3.95353 1.82026
H 1.61694 -1.16009 0.89511
H 3.12765 -1.11683 1.76755
H 4.23814 -1.62573 -0.53535
H 2.71505 -1.09188 -1.17410
H 3.33854 0.88583 0.79682
H 4.84751 0.48710 0.07424
H 3.75198 2.43354 -0.99650
H 4.25864 1.14173 -2.05520
H 1.95646 2.28125 -2.44478
H 2.17449 0.58522 -2.75227
H 0.04764 1.27422 -1.62740
H 0.88881 0.02600 -0.78637
H 1.45763 2.87631 0.06955
H 1.26785 1.43519 1.03110
H -0.56252 3.19838 0.98268
H -1.92974 1.77480 1.95797
H -0.50606 0.76376 1.99553
H -1.27420 -0.23558 -0.18178
H -3.44043 0.12861 -0.98781
H -2.67518 1.67250 -0.93090
H -4.05666 2.48083 0.69932
H -4.33806 0.88075 1.46692
H -5.29037 1.44048 -1.30481
H -6.20917 2.12826 0.03875
H -5.56951 -0.61316 -0.24678
H -3.59527 -1.76672 0.11456
H -3.35684 -2.44716 1.69673
H -1.67017 -2.76829 -0.68050
H -0.78378 -2.51122 0.84537
H -1.65063 -4.42118 1.65838
H -1.60037 -4.83886 0.08568
C -8.85024 7.02470 -2.68400
C -9.92915 6.56070 -1.72534
O -9.76143 5.18401 -1.33383
S -8.65365 4.86058 -0.23452
C -9.17374 3.21858 0.13151
O -8.87906 5.69813 0.90362
O -7.37068 4.81436 -0.86565
H -7.87795 7.06904 -2.19505
H -9.08915 8.01940 -3.06086
H -8.76485 6.33772 -3.52568
H -9.97309 7.19267 -0.83700
H -10.90423 6.60404 -2.20662
H -10.16832 3.25616 0.56634
H -8.46220 2.80667 0.84355
H -9.16722 2.63613 -0.78588
C 9.99173 0.06343 -4.07301
C 8.62975 0.00733 -4.73714
O 7.93931 -1.23037 -4.47239
S 7.24624 -1.39558 -3.04798
C 6.25758 -2.79746 -3.43889
O 6.39815 -0.26392 -2.82053
O 8.23553 -1.76528 -2.08378
H 9.90319 0.10767 -2.98785
H 10.53361 0.94790 -4.40856
H 10.57476 -0.82371 -4.31863
H 8.00298 0.84906 -4.43749
H 8.73694 0.04891 -5.81904
H 5.53848 -2.51586 -4.20276
H 5.74738 -3.09356 -2.52470
H 6.90744 -3.59646 -3.78502
C -5.12774 -6.03299 1.70022
C -4.02660 -6.68402 2.51134
O -4.52599 -7.28907 3.72353
S -5.25784 -8.69757 3.59837
C -5.24113 -9.10578 5.31094
O -4.40534 -9.59493 2.87984
O -6.60862 -8.49249 3.17867
H -5.81040 -6.77698 1.29056
H -4.69172 -5.46998 0.87563
H -5.71315 -5.35686 2.32351
H -3.48132 -7.42290 1.92209
H -3.31341 -5.92916 2.83482
H -4.21022 -9.21657 5.63441
H -5.77878 -10.04467 5.42080
H -5.74388 -8.31600 5.86219
C 6.12102 5.20434 2.53137
C 7.12571 5.46880 1.42706
O 7.79980 4.26953 0.99894
S 7.00240 3.28309 0.03232
C 8.37087 2.29937 -0.46751
O 6.51092 4.02915 -1.08587
O 6.11965 2.47501 0.81368
H 5.27935 4.61555 2.16849
H 5.73644 6.14776 2.91946
H 6.58494 4.64860 3.34598
H 6.65758 5.95364 0.56892
H 7.91414 6.12770 1.78562
H 9.06636 2.92146 -1.02408
H 7.97516 1.50412 -1.09860
H 8.84123 1.88035 0.41787
*
```



C27H67N3O4P | ωB97M-V with the def2-TZVPD basis set

- LUMO level: -6.030 eV
- Energy: -51006.8520 eV
- HOMO-LUMO gap: 4.5 eV
- HOMO energy: -10.58 eV
- Energy above the lowest of the compared OMol25 structures with the same formula, charge and spin: 407.36 kJ/mol

```
! wB97M-V def2-TZVPD RIJCOSX def2/J DEFGRID3
* xyz 3 1
O 3.54037 -4.04922 -0.71557
H 4.29901 -3.48747 -0.46374
C -2.48305 -8.07109 -2.92323
C -1.30013 -7.98606 -2.06460
O -0.55034 -8.90701 -1.81315
N -1.10313 -6.53051 -1.44358
H -0.12678 -6.27956 -1.38144
H -1.53421 -5.80896 -2.00361
C -1.45375 -6.34570 0.02331
H -2.25109 -7.41388 -3.76131
H -3.36712 -7.79289 -2.34954
H -2.69853 -9.11779 -3.13792
H -2.51537 -6.59090 0.05395
H -1.36102 -5.28575 0.25999
H -0.80391 -6.97950 0.62672
C 5.53422 -7.12335 -4.75782
C 5.43568 -5.95012 -5.77107
O 5.64414 -5.97822 -6.92512
N 4.66197 -4.70127 -5.23546
H 4.39519 -4.81948 -4.26852
H 5.25025 -3.88676 -5.33841
C 3.31925 -4.52954 -6.06959
H 6.42450 -7.73548 -4.90206
H 4.65208 -7.75499 -4.86246
H 5.40658 -6.77792 -3.73190
H 3.51618 -4.13006 -7.06445
H 2.69960 -3.84842 -5.48631
H 2.83417 -5.49138 -6.23586
C 7.24898 -10.21733 3.64308
N 7.83772 -8.98004 4.26351
C 8.70176 -9.57317 5.42574
C 8.71479 -8.16600 3.26301
C 6.75898 -8.03239 4.96359
C 5.93220 -7.20982 3.96223
O 5.66794 -7.83853 2.80445
H 6.74787 -9.89085 2.73182
H 6.58542 -10.62423 4.40611
H 7.98813 -10.98031 3.39890
H 8.15482 -9.96334 6.28407
H 9.19699 -8.72506 5.89856
H 9.38257 -10.33112 5.03830
H 9.30395 -7.43874 3.82165
H 8.10727 -7.60675 2.55149
H 9.37828 -8.86418 2.75268
H 7.30649 -7.36836 5.63248
H 6.13637 -8.67045 5.59076
H 6.42156 -6.28473 3.65755
H 5.06059 -6.88834 4.53237
H 5.44312 -7.06151 2.28744
C -7.95567 6.06977 3.91358
C -7.05391 6.99387 3.18460
C -6.38692 6.26166 2.03349
C -5.20079 7.16631 1.64644
P -4.14516 6.76747 0.20594
C -2.69361 7.90041 0.02777
C -3.08347 9.40440 -0.20180
C -1.82819 10.23566 -0.35767
C -0.89664 9.82062 -1.57972
C -3.52723 5.00895 0.39753
C -2.76493 4.72581 1.70674
C -2.35717 3.20075 1.81784
C -1.09239 2.96806 0.96495
C -5.17248 6.80752 -1.22916
C -4.50199 6.32811 -2.51009
C -3.86185 7.43252 -3.46330
C -3.22748 6.80412 -4.72027
H -8.49461 6.57371 4.71588
H -7.28786 5.37284 4.41996
H -8.61515 5.43321 3.32369
H -6.41785 7.43058 3.95454
H -7.66229 7.82880 2.83694
H -7.13126 6.22352 1.23813
H -6.04045 5.30455 2.42335
H -4.46724 7.07863 2.44788
H -5.46244 8.22400 1.61611
H -1.95796 7.49179 -0.66501
H -2.16617 7.78544 0.97470
H -3.65844 9.75818 0.65398
H -3.73399 9.51721 -1.06909
H -1.31076 10.28448 0.60044
H -2.20087 11.23145 -0.59767
H -1.51095 10.03429 -2.45440
H -0.46129 8.82821 -1.46272
H -0.09190 10.55494 -1.61558
H -2.95829 4.83302 -0.51541
H -4.44751 4.43128 0.31103
H -3.34588 4.95630 2.59975
H -1.97052 5.46241 1.82683
H -3.09287 2.51669 1.39485
H -2.18229 2.86972 2.84153
H -0.76234 1.93202 1.04091
H -0.22148 3.41164 1.44748
H -1.30065 3.24675 -0.06803
H -5.54790 7.83042 -1.25784
H -5.97458 6.17388 -0.85069
H -5.31461 5.89108 -3.09040
H -3.75778 5.53943 -2.39961
H -3.05297 8.04156 -3.05971
H -4.67114 8.12944 -3.68119
H -2.85380 7.59796 -5.36702
H -3.92198 6.09016 -5.16304
H -2.34243 6.28321 -4.35498
*
```